Below is a molecular structure, C19H35O8P2SSbSe4Tc, with properties calculated with the ωB97M-V functional and the def2-TZVPD basis.

The value obtained for the LUMO energy (alpha / beta) is 1.809 / 1.809 eV. As for the energy above the lowest of the compared OMol25 structures with the same formula, charge and spin: 376.68 kJ/mol. The max |F| comes out at 6.14 eV Å⁻¹. The total charge is -1.

XYZ file:
```
71
Properties=species:S:1:pos:R:3:forces:R:3
Tc -0.135534 -0.910428 0.601982 -0.4972 0.5044 -6.0948
Se -3.941434 -4.237528 -1.415118 0.2092 -0.0173 0.1764
Sb -2.815934 -3.505428 0.601782 -0.2680 -0.6991 0.2466
Se -2.327234 -1.092028 1.078182 -4.9494 0.8568 0.3859
Se -0.221534 -3.107828 1.020282 0.5964 -3.4885 0.3667
Se -3.860234 -4.562528 2.496382 0.0344 -0.1133 0.0315
C 4.084666 2.379672 1.012082 0.1404 0.1697 -0.1872
C 3.340066 1.258272 1.703382 -0.3542 -0.1319 -0.0916
O 4.143666 0.562572 2.640182 0.4220 0.0109 0.2654
P 2.864666 -0.070228 0.526282 1.5965 0.5329 -0.6733
O 2.525866 0.567172 -0.883818 -0.1921 -0.0055 0.2700
O 4.263266 -0.775528 0.198482 -0.1168 0.3744 -0.3039
O 1.879266 -1.066928 0.941582 1.0763 -0.4732 0.8260
P 1.772566 1.912972 2.433082 -0.2638 -0.5765 0.0648
O 1.491566 1.074072 3.725182 0.1106 0.2431 -0.2836
O 1.766766 3.354872 2.670982 0.2691 0.4950 0.0513
O 0.891366 1.357872 1.230682 0.6058 1.4772 0.5449
H 4.999266 2.018372 0.538282 0.0125 -0.0517 0.0249
H 4.332466 3.146972 1.745682 0.0275 0.0125 0.0004
H 3.445466 2.851672 0.265682 -0.0026 0.0673 -0.0084
H 4.261966 1.119472 3.419982 -0.0837 -0.1381 0.0190
H 3.280866 0.908972 -1.361918 0.3284 0.1251 -0.1967
H 4.605066 -1.267528 0.945082 0.1858 -0.2065 0.3751
H 1.021166 0.160472 3.560982 0.1125 0.0913 -0.1481
C -1.483234 3.387572 1.529282 0.1325 -0.0860 -0.0320
C -1.259734 2.273472 0.496882 0.0473 -0.0555 -0.3523
C -2.614734 1.870072 -0.083218 -0.0291 -0.1673 -0.0059
C -0.396534 2.825472 -0.645418 0.1339 -0.0361 0.0386
C -0.550134 1.100472 1.221882 -0.2883 -0.2862 1.3698
H -1.823934 4.298172 1.037082 -0.0643 0.1008 -0.0207
H -0.560534 3.609772 2.067082 -0.0019 0.1149 -0.0154
H -2.240734 3.081272 2.252582 -0.0442 -0.0083 0.0407
H -3.080234 2.730972 -0.558618 0.0052 0.2516 -0.0584
H -3.294634 1.517872 0.692682 0.0334 -0.0389 -0.0670
H -2.520534 1.082672 -0.838218 0.0307 0.0515 0.1563
H -0.942234 3.603372 -1.177018 -0.1126 0.1026 0.0144
H -0.147734 2.057172 -1.379718 0.0170 -0.0258 0.0536
H 0.530466 3.263672 -0.269418 -0.0264 -0.0281 -0.0314
H -0.898334 1.137172 2.289282 0.2280 -0.0417 -0.7960
C -0.907434 -0.283128 5.454382 0.1434 -0.0317 -0.2613
S -1.193534 -0.856428 3.760982 -0.5719 -0.2603 1.5682
C -1.656434 -2.541028 4.208682 -0.2006 0.2520 -0.2411
O 0.223866 -0.964028 3.208382 0.3567 -0.0400 -0.3294
H -0.093334 -0.861428 5.876182 0.1194 -0.0812 0.1868
H -1.830034 -0.442628 5.997582 -0.1886 -0.0281 0.1774
H -0.658734 0.773272 5.438382 0.0371 0.0913 -0.0631
H -1.314634 -2.773928 5.208582 0.1535 0.0187 0.2155
H -1.224134 -3.244428 3.490982 -0.0884 0.3329 0.0214
H -2.743834 -2.610128 4.133082 0.1151 -0.0323 -0.0165
C -0.581134 -3.111128 -2.524118 0.0722 -0.1986 0.3033
C -0.877934 -1.596328 -2.561118 -0.0054 -0.5275 0.1521
C -2.408634 -1.380128 -2.637418 -0.0082 0.3129 0.3128
C -0.369134 -0.903528 -1.324218 0.9366 0.6143 2.7574
C -0.216234 -1.041128 -3.816418 -0.0741 0.0645 0.0074
C -0.906434 -1.051228 -5.026118 0.0950 0.0282 -0.0078
C -0.352834 -0.501928 -6.165718 0.0090 -0.0127 -0.2265
C 0.915566 0.051672 -6.140918 0.1201 0.1196 -0.1078
C 1.636666 0.014672 -4.963018 0.0790 -0.0371 -0.0446
C 1.079066 -0.538128 -3.822718 0.1660 -0.0082 0.2196
H -1.304834 -3.663128 -1.911818 0.2328 0.2512 -0.2271
H 0.417266 -3.309428 -2.129118 0.0353 0.0845 -0.0471
H -0.630434 -3.510228 -3.534018 -0.1278 -0.0961 -0.1506
H -2.872534 -1.387628 -1.641818 0.2208 -0.1350 -0.2756
H -2.887234 -2.173128 -3.214318 0.0412 0.1238 0.0611
H -2.628234 -0.408028 -3.077918 -0.0204 0.1003 -0.0885
H 0.131166 0.059572 -1.563118 -0.3678 0.1716 0.1477
H -1.885634 -1.496028 -5.090018 -0.1646 0.0119 0.0743
H -0.919334 -0.508228 -7.085018 -0.0672 0.0043 -0.1171
H 1.344466 0.502372 -7.025918 -0.0225 -0.0142 -0.0689
H 2.642566 0.411872 -4.924918 0.0589 0.0268 -0.0241
H 1.686766 -0.573528 -2.927918 -0.1453 -0.0126 0.1366
```
Positions in Å, forces in eV/Å.